# 1
The following is a quantum chemistry calculation of a molecular structure, C48H63AsMoN2O3P2S2 in a non-equilibrium geometry, from OMol25.

## Properties
Frontier orbital gap (alpha / beta)   7.49 / 6.43 eV
Spin multiplicity   3
E_LUMO (alpha / beta)   0.07 / -1.10 eV

Each line ends with the natural charge from an NBO analysis.
Atoms and positions in Å:
Mo -0.3944 1.2760 0.2189  0.71
C -3.1340 -1.3177 1.0963  -0.62
C -1.8522 -1.9047 1.6948  -0.53
C -2.2813 -2.7130 2.9225  -0.62
P -0.5244 -0.6205 1.9675  1.18
C 1.0167 -1.5965 2.3298  -0.53
C 0.8660 -3.0119 2.8837  -0.60
C 1.9555 -0.7787 3.2281  -0.62
C -0.9679 0.1985 3.4923  -0.49
C -1.1855 -0.4191 4.7238  -0.17
C -1.7251 0.2819 5.7832  -0.25
C -2.0917 1.6090 5.5758  -0.18
C -1.8277 2.2456 4.3788  -0.29
C -1.1789 1.5705 3.3220  0.30
N -0.7834 2.1995 2.1191  -0.69
C -0.7089 3.6214 2.2124  0.27
C -0.0031 4.2546 3.2416  -0.26
C -0.1260 5.6183 3.4336  -0.19
C -0.9470 6.3694 2.5979  -0.24
C -1.5484 5.7567 1.5103  -0.19
C -1.3965 4.3884 1.2837  -0.45
P -1.8702 3.4515 -0.2137  1.21
C -3.7111 3.2590 0.0305  -0.53
C -3.9181 2.3997 1.2870  -0.59
C -4.5304 4.5411 0.1623  -0.61
C -1.3471 4.6941 -1.5160  -0.53
C 0.0070 5.3279 -1.1848  -0.61
C -2.3953 5.7166 -1.9483  -0.61
H -3.8163 -2.1344 0.8404  0.21
H -2.9656 -0.7393 0.2000  0.25
H -3.6365 -0.6885 1.8377  0.21
H -1.3815 -2.5669 0.9706  0.25
H -2.7932 -2.0716 3.6400  0.22
H -1.4725 -3.2328 3.4293  0.21
H -2.9992 -3.4694 2.5881  0.22
H 1.4704 -1.7107 1.3520  0.26
H 0.4691 -3.0197 3.9013  0.19
H 1.8662 -3.4537 2.9235  0.22
H 0.2562 -3.6500 2.2438  0.22
H 1.6812 -0.9029 4.2786  0.21
H 1.9297 0.2848 3.0050  0.22
H 2.9845 -1.1229 3.0981  0.22
H -0.9333 -1.4652 4.8513  0.21
H -1.9008 -0.2008 6.7375  0.22
H -2.5896 2.1614 6.3658  0.22
H -2.1236 3.2777 4.2621  0.22
H 0.6040 3.6563 3.9114  0.22
H 0.4028 6.0976 4.2505  0.22
H -1.0908 7.4282 2.7757  0.22
H -2.1180 6.3626 0.8171  0.22
H -4.0457 2.6989 -0.8345  0.26
H -3.7148 2.9767 2.1927  0.21
H -3.2775 1.5220 1.2920  0.21
H -4.9562 2.0583 1.3267  0.22
H -4.1404 5.1900 0.9504  0.21
H -5.5488 4.2602 0.4459  0.22
H -4.5909 5.1035 -0.7658  0.22
H -1.1773 4.0682 -2.3757  0.27
H -0.0608 6.1275 -0.4526  0.21
H 0.4326 5.7390 -2.1048  0.22
H 0.7111 4.5823 -0.8070  0.21
H -2.7181 6.3849 -1.1486  0.19
H -3.2685 5.2095 -2.3606  0.22
H -1.9634 6.3329 -2.7415  0.22
O -1.6947 0.2612 -3.5100  -0.92
S -1.6411 1.1993 -2.4304  2.24
O -2.5853 2.2988 -2.5411  -0.98
O -1.8535 0.5136 -1.0607  -0.92
S 0.2149 1.9699 -2.1493  -0.32
C 2.0506 -6.9813 1.0591  -0.63
C 1.6745 -5.7486 0.2767  -0.01
C 0.3575 -5.3276 0.1730  -0.20
C 0.0013 -4.1755 -0.5272  -0.03
C -1.4896 -3.9547 -0.7243  -0.67
C 0.9994 -3.3711 -1.1152  -0.34
As 0.2953 -1.5973 -1.7826  1.11
N 0.8313 -0.3333 -0.4919  -0.96
C 2.0294 0.1027 0.0126  0.18
C 3.2462 -0.5980 0.0400  -0.28
C 4.3976 -0.0192 0.5309  -0.17
C 4.3961 1.2723 1.0610  -0.27
C 3.2055 1.9586 1.1286  -0.19
C 2.0413 1.3660 0.6514  -0.19
C 1.2446 -1.5623 -3.5445  -0.33
C 2.2726 -0.7534 -4.0423  -0.02
C 3.0046 0.3068 -3.2601  -0.63
C 2.7106 -0.9242 -5.3592  -0.18
C 2.1510 -1.8516 -6.2148  -0.02
C 2.6424 -2.0321 -7.6273  -0.63
C 1.0997 -2.6176 -5.7249  -0.22
C 0.6323 -2.4840 -4.4268  0.00
C -0.5435 -3.3454 -4.0142  -0.65
C 2.3204 -3.8689 -1.1316  0.00
C 3.4355 -3.3224 -2.0039  -0.64
C 2.6324 -5.0244 -0.4201  -0.23
H 1.1732 -7.4434 1.5122  0.21
H 2.7578 -6.7353 1.8557  0.22
H 2.5304 -7.7200 0.4126  0.22
H -0.4269 -5.9236 0.6359  0.20
H -2.0516 -4.2785 0.1553  0.21
H -1.8249 -4.5744 -1.5614  0.23
H -1.7509 -2.9271 -0.9612  0.24
H 3.2600 -1.5931 -0.3496  0.23
H 5.3256 -0.5802 0.4930  0.22
H 5.3110 1.7258 1.4217  0.22
H 3.1674 2.9507 1.5611  0.22
H 1.1791 2.0563 0.6681  0.15
H 2.5891 0.4588 -2.2803  0.22
H 2.9492 1.2636 -3.7862  0.22
H 4.0627 0.0472 -3.1554  0.21
H 3.5253 -0.2931 -5.7124  0.19
H 3.4134 -1.3013 -7.8751  0.21
H 1.8227 -1.9195 -8.3404  0.22
H 3.0627 -3.0307 -7.7668  0.22
H 0.6181 -3.3400 -6.3793  0.20
H -0.9152 -3.9101 -4.8692  0.22
H -1.3577 -2.7260 -3.6296  0.24
H -0.2550 -4.0543 -3.2368  0.22
H 3.2433 -2.3277 -2.3782  0.23
H 3.5362 -3.9692 -2.8813  0.23
H 4.3944 -3.3384 -1.4788  0.21
H 3.6605 -5.3842 -0.4341  0.20

Force components x, y, z for each atom (eV/Å):
-1.7 -1.1 -0.9
0.1 0.0 0.1
-0.1 0.3 0.0
0.1 -0.1 0.0
-0.2 -0.7 0.4
0.1 0.2 0.1
0.0 0.0 0.0
0.0 -0.1 0.0
0.0 0.1 -0.2
0.0 0.0 0.0
0.0 0.0 0.1
0.0 0.0 0.0
0.1 0.1 -0.1
-0.1 0.2 -0.1
0.2 -0.1 0.0
0.0 -0.2 0.2
0.0 -0.1 0.0
0.0 0.0 0.0
0.0 0.0 0.0
0.1 0.1 0.0
-0.1 0.0 0.0
0.0 1.0 0.7
0.1 -0.1 0.1
0.0 0.1 -0.1
0.0 0.0 0.0
-0.1 -0.1 0.1
0.0 -0.1 -0.1
0.0 0.0 0.0
0.0 0.0 0.1
0.0 0.1 -0.2
0.0 0.0 0.0
0.0 0.1 0.1
0.0 0.0 0.0
-0.1 0.1 0.0
0.0 0.0 0.0
0.0 0.0 -0.1
0.1 0.0 0.0
0.0 0.0 0.0
0.1 0.0 0.1
0.0 0.0 0.0
0.0 0.1 0.0
-0.1 0.0 0.0
0.0 0.1 0.0
0.0 0.0 -0.1
0.0 0.0 -0.1
0.0 0.0 0.0
-0.1 0.0 0.0
0.0 0.0 -0.1
0.0 0.0 0.0
0.0 -0.1 0.0
0.0 -0.1 -0.2
0.0 0.0 0.0
0.0 -0.1 0.0
0.0 0.1 0.0
0.0 0.0 0.0
0.0 0.0 0.0
0.0 0.0 0.1
0.0 -0.2 -0.2
0.0 0.1 0.0
0.0 0.0 0.0
0.0 0.0 0.0
0.0 0.0 -0.1
0.0 0.1 0.0
0.0 0.0 0.0
0.2 -0.2 0.2
-0.7 0.2 -0.6
0.0 -0.2 0.1
0.2 0.2 0.2
0.1 -0.1 0.2
0.0 0.1 0.0
-0.1 0.0 0.0
0.0 -0.1 0.0
-0.1 0.0 0.0
0.1 -0.2 -0.1
0.0 0.3 0.2
0.2 -0.3 -0.1
0.5 0.1 0.1
0.0 0.2 0.1
0.1 0.2 0.0
0.0 0.0 0.0
0.2 -0.1 0.1
-0.2 0.1 0.2
0.4 -0.1 -0.5
0.1 0.3 -0.1
0.0 0.0 0.0
0.0 -0.1 -0.1
0.0 0.1 0.0
0.0 0.0 0.0
0.0 0.0 0.1
0.0 0.0 0.0
-0.1 -0.1 0.1
0.2 0.2 -0.1
0.1 0.0 -0.1
-0.1 -0.1 0.1
0.0 0.0 0.0
0.0 0.0 0.0
0.0 0.0 0.0
0.0 0.0 0.0
0.1 0.1 0.0
0.0 0.0 -0.1
0.0 0.0 0.0
-0.1 -0.1 0.0
0.1 -0.3 -0.2
-0.1 0.0 0.0
-0.1 -0.1 0.0
-0.1 0.0 0.0
1.0 0.9 0.3
-0.1 0.0 0.2
0.0 -0.1 0.0
0.0 0.0 0.0
-0.1 -0.1 0.0
0.0 0.0 0.0
0.0 0.0 0.0
0.0 0.0 0.0
0.0 0.0 0.0
0.0 0.0 0.0
0.0 0.0 0.0
0.0 0.0 0.0
0.0 0.1 0.0
0.0 0.0 0.0
-0.1 0.0 0.0
-0.1 0.1 0.0


# 2
The following is a quantum chemistry calculation of a molecular structure, C48H63N5O3PSTl in a non-equilibrium geometry, from OMol25.

## Properties
Frontier orbital gap (alpha / beta)   6.68 / 5.25 eV
E_LUMO (alpha / beta)   -0.07 / -0.70 eV

Each line ends with the natural charge from an NBO analysis.
Atoms and positions in Å:
Tl 0.1862 1.2198 0.4402  0.77
N -1.2990 -0.3616 1.9890  -0.93
C -0.9998 -0.1282 3.4043  -0.22
C 0.4914 -0.3596 3.6182  -0.24
N 1.3198 0.5390 2.8081  -0.73
C 1.9311 1.6480 3.5303  -0.22
C 1.0178 2.8717 3.6514  -0.22
N 0.6721 3.4017 2.3336  -0.87
H -2.2968 -0.4401 1.8313  0.37
H -0.8845 -1.2540 1.7096  0.41
H -1.5593 -0.7973 4.0682  0.18
H -1.2729 0.9000 3.6536  0.18
H 0.7053 -1.3865 3.3144  0.24
H 0.7228 -0.2649 4.6857  0.18
H 2.0226 -0.0136 2.3281  0.43
H 2.8392 1.9481 3.0010  0.20
H 2.2240 1.3512 4.5458  0.18
H 1.5189 3.6128 4.2858  0.18
H 0.0937 2.5841 4.1541  0.19
H 1.4843 3.8118 1.8874  0.37
H -0.0469 4.1123 2.3895  0.38
C -0.6343 4.3657 -1.9763  -0.60
C -2.1126 4.5702 -2.3185  -0.23
C -2.4061 4.2613 -3.7894  -0.60
C -2.9882 3.8229 -1.3277  -0.05
C -3.6578 4.5920 -0.3812  -0.20
C -4.4580 4.0222 0.5937  -0.23
C -4.6030 2.6474 0.6131  -0.21
C -3.9643 1.8372 -0.3194  -0.06
C -4.1804 0.3370 -0.2579  -0.27
C -5.4761 -0.0504 -0.9831  -0.60
C -4.2306 -0.1936 1.1790  -0.59
C -3.1346 2.4210 -1.3018  0.21
N -2.3638 1.6135 -2.1594  -0.54
C -2.9024 1.0654 -3.2100  0.01
C -2.2532 0.2279 -4.1369  -0.10
N -0.9777 -0.1075 -4.0994  -0.42
C 0.0784 -0.6138 -3.7400  0.25
C 0.4005 -2.9760 -4.3209  -0.27
C 1.2893 -3.0818 -5.3130  -0.17
C 2.6797 -2.6455 -5.4078  -0.26
C 3.1377 -1.4017 -5.3557  -0.12
C 1.5228 -0.0670 -3.7686  -0.09
C 1.2299 1.3800 -3.1402  -0.25
C 2.1838 2.0097 -2.1188  -0.61
C 0.8996 2.3756 -4.2543  -0.62
C -1.0316 -3.3925 -4.6797  -0.28
C -1.1536 -4.9182 -4.7556  -0.59
C -1.4994 -2.7732 -6.0043  -0.60
H 0.0019 4.8985 -2.6872  0.20
H -0.3875 3.3028 -1.9985  0.22
H -0.4207 4.7479 -0.9753  0.21
H -2.3371 5.6315 -2.1804  0.20
H -2.0875 3.2599 -4.0643  0.22
H -1.8823 4.9745 -4.4309  0.20
H -3.4761 4.3515 -3.9897  0.21
H -3.5538 5.6710 -0.4171  0.20
H -4.9585 4.6395 1.3288  0.21
H -5.2305 2.1974 1.3730  0.21
H -3.3354 -0.1320 -0.7619  0.23
H -6.3222 0.4761 -0.5368  0.21
H -5.6588 -1.1260 -0.9058  0.20
H -5.4398 0.2095 -2.0395  0.21
H -5.1838 0.0353 1.6580  0.21
H -3.4259 0.2369 1.7783  0.19
H -4.1240 -1.2812 1.1854  0.22
H -3.9404 1.2825 -3.4784  0.17
H -2.8179 -0.1060 -5.0001  0.21
H 0.9468 -3.5555 -6.2338  0.20
H 3.3925 -3.4192 -5.6861  0.21
H 4.2008 -1.2891 -5.5296  0.21
H 0.3157 1.2343 -2.5599  0.23
H 3.0719 2.4380 -2.5674  0.21
H 2.4795 1.2908 -1.3554  0.22
H 1.6400 2.8154 -1.6200  0.21
H 1.7893 2.6463 -4.8215  0.20
H 0.4942 3.2882 -3.8190  0.22
H 0.1552 1.9724 -4.9433  0.21
H -1.7107 -3.0396 -3.9107  0.23
H -0.4964 -5.3137 -5.5335  0.20
H -2.1811 -5.2023 -4.9909  0.21
H -0.8760 -5.3838 -3.8110  0.21
H -0.9916 -3.2238 -6.8585  0.20
H -1.3038 -1.7005 -6.0243  0.21
H -2.5720 -2.9321 -6.1329  0.21
O 2.5884 -1.6574 1.4814  -1.00
S 1.5550 -2.1711 0.6016  2.42
O 0.4401 -2.7901 1.2986  -0.99
O 1.1226 -1.1511 -0.3930  -1.06
C 2.2723 -3.4256 -0.4408  -0.34
C 3.2532 -4.2259 0.1239  -0.18
C 3.8717 -5.1999 -0.6414  -0.21
C 3.4859 -5.3711 -1.9592  -0.22
C 2.4998 -4.5705 -2.5180  -0.16
C 1.8590 -3.5755 -1.7817  -0.35
P 0.7633 -2.2827 -2.6075  1.49
C 2.1223 -1.0938 -2.8651  -0.23
C 3.3973 -1.0322 -2.3317  -0.19
C 4.4488 -0.2354 -2.7727  -0.23
C 4.4921 0.7060 -3.8508  -0.27
C 3.5932 0.8835 -4.8450  -0.14
C 2.4438 -0.0643 -5.0646  -0.35
C -0.8370 -2.8277 -1.8006  -0.34
C -1.9314 -1.9904 -1.6229  -0.16
C -3.1247 -2.4935 -1.1253  -0.18
C -3.2303 -3.8258 -0.7522  -0.22
C -2.1310 -4.6572 -0.8869  -0.20
C -0.9496 -4.1618 -1.4178  -0.21
H 3.5375 -4.0519 1.1541  0.24
H 4.6533 -5.8161 -0.2162  0.22
H 3.9631 -6.1303 -2.5668  0.21
H 2.2010 -4.7443 -3.5407  0.21
H 3.6361 -1.7277 -1.5357  0.22
H 5.3790 -0.3429 -2.2257  0.21
H 5.3658 1.3508 -3.8639  0.21
H 3.7630 1.6718 -5.5686  0.21
H 1.8527 0.2292 -5.9350  0.24
H -1.8612 -0.9440 -1.8948  0.22
H -3.9864 -1.8455 -1.0308  0.20
H -4.1614 -4.2138 -0.3577  0.21
H -2.1875 -5.6971 -0.5902  0.21
H -0.1120 -4.8340 -1.5398  0.22

Force components x, y, z for each atom (eV/Å):
-0.5 0.1 0.0
0.4 -0.4 0.0
0.1 0.0 -0.2
-0.2 0.1 0.0
0.1 0.1 0.1
-0.2 0.2 0.0
0.1 -0.1 0.0
0.0 -0.1 0.1
0.9 -0.3 0.0
-0.1 0.0 0.0
0.0 0.0 0.0
0.0 0.0 0.1
0.1 0.0 0.1
0.1 0.0 0.0
0.1 -0.1 0.2
0.0 0.0 0.0
0.1 0.0 0.0
0.0 0.0 0.1
0.0 0.0 0.0
0.0 0.1 0.0
0.0 0.0 0.0
-0.2 0.1 0.1
0.1 -0.2 -0.1
0.0 0.1 0.1
-0.1 0.2 0.0
-0.1 0.0 0.0
0.0 0.0 0.0
-0.1 0.1 0.0
0.1 0.0 0.0
0.0 0.3 0.1
0.0 0.0 0.0
-0.3 0.1 -0.1
-0.1 0.0 0.1
0.3 -0.2 0.0
-0.2 0.2 0.1
-0.2 -0.2 -0.2
0.3 0.2 -0.3
-0.4 -0.1 0.6
0.3 -0.2 0.1
0.1 0.1 0.1
0.0 -0.1 0.0
-0.1 0.0 -0.1
0.3 0.1 -0.1
0.2 0.0 0.0
0.1 -0.2 -0.2
-0.1 -0.1 0.0
0.0 -0.1 -0.1
0.0 0.1 0.1
0.0 0.0 0.1
0.0 0.0 0.1
-0.1 0.1 0.0
0.0 0.0 0.0
0.0 0.0 0.1
0.0 0.0 0.0
0.0 0.0 0.0
0.0 0.0 0.0
0.0 0.0 0.0
0.0 0.0 0.0
0.0 0.0 0.0
-0.1 0.3 0.1
0.0 0.0 0.0
-0.2 0.1 0.0
0.0 0.0 -0.1
0.0 0.0 0.0
-1.1 0.5 -0.1
0.0 0.0 0.0
0.0 0.0 0.0
0.0 0.0 0.0
-0.1 0.1 0.0
0.0 0.0 0.0
0.0 0.0 -0.1
-0.1 0.0 -0.1
0.2 0.0 -0.1
0.1 0.0 0.0
0.1 0.0 0.0
0.1 0.0 0.0
0.1 -0.2 -0.2
0.0 0.0 0.0
0.0 0.0 0.1
0.0 0.0 0.0
0.0 0.0 0.0
0.0 0.0 0.0
-0.1 0.0 0.0
0.0 0.0 0.0
0.0 0.0 0.0
0.3 -0.1 0.0
-0.4 0.0 -0.6
0.0 0.1 0.0
-0.2 -0.2 0.7
-0.1 0.0 -0.2
0.0 0.1 0.0
0.0 -0.1 0.0
0.1 -0.1 0.0
-0.3 0.0 0.1
0.4 0.3 0.5
-0.3 -0.7 -1.1
-0.1 0.6 0.3
0.1 -0.2 -0.3
-0.1 0.0 0.1
-0.1 0.2 -0.1
0.0 0.0 0.1
-0.1 0.0 0.3
0.3 0.2 0.4
0.2 0.1 -0.1
-0.1 -0.1 0.0
0.1 0.0 0.0
0.0 0.0 -0.1
0.0 0.0 0.0
0.0 0.0 0.0
0.0 0.0 0.0
0.0 0.0 0.0
0.0 0.1 -0.1
0.1 0.0 -0.1
0.0 0.0 0.0
0.0 0.0 0.0
0.0 0.0 0.0
0.0 0.1 0.0
0.1 0.0 0.1
0.3 -0.4 -0.1
0.0 0.0 0.0
0.0 0.0 0.0
0.0 0.0 0.1